Here is a cluster of 9 separate species, C52H126BF4N6O10 in total at a distorted geometry from OMol25. Energies are from ωB97M-V/def2-TZVPD.

Geometry as XYZ:
```
199
Properties=species:S:1:pos:R:3:forces:R:3:lowdin_charge:R:1
F -4.87695 -0.45650 2.20257 0.217 0.928 1.813 0.06
F -3.10441 0.84096 1.36105 -0.485 -0.492 0.247 0.06
F -5.06064 1.84804 1.74009 -0.021 -0.734 0.324 0.09
F -3.81352 1.08299 3.52769 0.093 -0.152 0.035 0.10
O -0.10389 2.53831 4.22505 1.359 -0.785 1.130 -0.22
O -0.50631 -4.12271 -1.40058 -0.093 0.089 0.459 -0.19
O -4.25958 0.77115 -4.39192 -0.125 -0.785 -0.003 -0.09
O 5.28376 -2.34596 1.53180 -0.380 -0.626 -0.294 -0.22
O -4.81624 2.51044 -3.09871 0.475 -0.247 0.334 -0.08
O 1.64401 0.74989 0.92854 0.063 0.097 0.577 -0.12
O 0.71245 1.12599 -1.06427 0.406 0.450 -0.116 -0.06
O 5.37777 3.14036 0.40062 0.896 -0.035 -0.102 -0.24
O -4.90833 -1.71998 -1.20156 0.084 -0.943 -0.892 -0.22
O 1.27777 6.52362 -2.33742 0.744 0.419 0.794 -0.21
N -6.53096 -3.13547 -3.43078 0.758 -1.151 -0.043 -0.26
N 2.76961 3.04839 4.34231 -1.175 0.071 -0.731 -0.24
N -1.54368 -6.73811 -0.22190 -0.844 -0.213 -1.474 -0.27
N -1.45680 5.39531 -1.66059 2.069 -0.031 1.785 -0.25
N 2.83659 -3.18097 2.98478 -2.015 -0.613 -0.539 -0.23
N 4.71359 1.77010 -2.26910 -0.058 0.084 -0.322 -0.25
C 6.04675 1.36753 -1.59706 -0.636 0.393 -0.974 -0.14
C -2.19126 -9.19346 0.08077 0.370 0.466 -0.013 -0.03
C 4.06327 0.54732 -2.89983 0.212 1.217 -0.169 0.04
C -8.67493 -3.75867 -2.21110 -0.217 0.071 -0.250 -0.04
C -2.50715 4.75653 -0.75040 -0.207 0.336 0.137 -0.13
C 2.36637 1.68125 4.79849 1.679 -0.733 1.189 0.00
C 6.87684 0.41906 -2.44188 -0.497 -1.114 0.649 -0.05
C 2.60765 -2.53875 0.48617 -1.747 -0.087 -0.612 -0.05
C 2.61332 -3.64795 1.52315 2.981 0.139 -0.024 -0.12
C 5.98716 4.29811 0.99675 -0.771 -0.532 -0.692 -0.05
C -1.47702 2.70766 4.53565 -0.241 0.554 -1.526 -0.03
C 0.39098 7.26362 -1.50386 -1.614 -1.559 -1.087 -0.18
C 2.27210 7.33873 -2.93665 0.480 0.130 -0.406 -0.09
C 3.09808 3.68787 6.77502 -0.256 -0.216 -0.231 -0.04
C -0.99401 -5.52910 0.51672 0.922 -0.644 -0.245 -0.08
C -6.24660 -1.43846 -1.51723 0.190 0.770 -0.109 -0.18
C -7.06379 -3.30746 -4.83774 0.074 -0.349 0.928 0.05
C -7.23070 -4.11482 -2.51921 -0.498 0.451 1.184 -0.18
C -0.61773 4.22911 -2.13493 -0.618 0.637 -1.588 0.02
C 5.02471 2.81862 -3.32621 -0.339 0.206 0.291 -0.15
C -2.04240 6.23149 -2.77449 -0.551 -0.764 -0.121 -0.14
C -1.12062 -4.13839 -0.15184 -0.597 -2.504 0.773 -0.22
C -1.76056 -7.88875 0.74129 0.696 0.885 0.749 -0.16
C 4.20502 3.08525 3.90065 1.245 -0.869 1.563 -0.15
C -4.55902 -1.46295 0.16220 -1.057 -1.174 -1.094 -0.07
C -3.30627 0.89522 -2.20787 0.380 -0.515 0.324 -0.03
C -6.63682 -1.72101 -2.96610 -0.602 1.095 -0.215 -0.08
C 4.65987 1.88502 3.06610 -1.028 0.548 -0.538 -0.04
C -2.86119 -6.40043 -0.96490 1.480 1.109 0.336 -0.14
C 0.64226 0.79382 0.13961 -0.041 -0.297 -0.479 -0.73
C -0.73767 0.31224 0.60459 0.336 0.274 -1.467 -0.02
C -0.57347 -7.11087 -1.31961 -0.201 -0.746 0.398 0.03
C -0.69891 -2.81143 -1.92330 0.365 0.244 -0.596 -0.04
C -5.08735 -3.61620 -3.40692 1.030 0.909 -0.841 -0.17
C -4.21581 1.42982 -3.32912 0.120 0.974 -0.241 -0.78
C 2.49743 4.07888 5.42768 -0.024 -0.462 0.262 -0.13
C 5.09053 -1.95853 2.87195 0.079 -0.787 -0.220 -0.18
C 0.41655 3.45466 3.34303 -0.853 1.575 -0.310 -0.23
C 3.47991 -4.26995 3.77904 0.036 0.393 0.467 0.01
C -3.99202 -6.00358 -0.02793 -0.164 -1.261 -0.089 -0.03
C -4.10818 -2.65033 -4.09881 -0.664 0.667 -0.054 -0.04
C -1.99188 4.00936 0.48218 0.992 0.030 -0.551 -0.04
C -3.22486 5.48558 -3.41647 0.916 0.340 0.176 -0.03
C 3.73172 2.31401 -1.25046 0.752 -0.475 1.315 -0.10
C 6.62094 -2.33116 1.06914 0.594 0.875 0.536 -0.06
C -0.51301 6.25029 -0.78840 0.041 -0.230 -0.116 -0.08
C 3.58462 -1.87915 3.14423 0.449 -0.003 0.039 -0.09
C 3.79843 3.41528 -3.99897 -0.350 -0.169 0.041 -0.04
C 1.39219 -3.06551 3.58111 1.062 0.245 1.096 -0.13
C 0.72064 -1.73768 3.32988 -0.367 -0.234 -0.511 -0.03
C 1.92785 3.41307 3.12414 0.124 -0.925 -0.086 -0.07
C 4.23964 3.44301 -0.35384 -1.084 0.380 -0.084 -0.21
B -4.22703 0.79896 2.21765 -0.528 1.431 0.364 -1.23
H 1.52116 -3.30620 4.63838 -0.023 0.447 0.117 0.12
H -5.15140 -2.16624 0.76643 0.071 0.170 0.159 0.10
H -1.75694 -2.59146 -2.09993 0.019 -0.005 0.161 0.09
H -2.41593 1.48679 -1.96609 -0.316 0.596 -0.152 0.04
H 0.15565 4.47955 3.65571 -0.070 0.012 0.213 0.13
H -1.73051 2.01013 5.32325 -0.127 0.128 0.044 0.10
H -2.84663 -0.06674 -2.45903 -0.387 -0.172 -0.090 0.05
H -2.86891 4.50611 -3.73319 -0.345 -0.074 -0.176 0.08
H -2.43442 -7.42836 1.46670 -0.595 -0.666 -0.149 0.12
H -4.33449 -2.45319 -5.14876 0.232 -0.652 -0.164 0.09
H 1.41727 4.17603 5.52852 0.001 -0.209 -0.156 0.13
H 2.85936 -5.16253 3.82732 -0.011 -0.009 -0.576 0.12
H 2.69540 -2.98346 -0.50835 0.035 -0.271 0.113 0.10
H 3.50437 -3.92051 4.81176 0.391 0.064 -0.037 0.12
H -8.76968 -2.75022 -1.81439 0.042 0.092 -0.217 0.08
H -3.88505 0.79359 -1.28828 0.126 0.048 0.039 0.06
H 2.97678 4.53812 7.44315 0.520 0.037 0.018 0.10
H 3.35261 -1.75630 0.51722 0.160 -0.242 0.485 0.07
H -6.93313 -4.36430 -5.06392 0.211 0.092 -0.287 0.11
H 2.12433 2.66384 2.35227 0.200 -0.090 0.098 0.10
H 4.45999 0.91484 3.51930 0.051 0.248 0.387 0.05
H -0.55309 -6.31492 -2.05496 0.417 0.131 0.228 0.11
H 6.79529 -3.00539 0.23502 -0.472 -0.102 0.010 0.10
H 6.54773 2.31845 -1.45622 0.143 -0.162 0.360 0.12
H 5.59457 3.59536 -2.81844 0.115 -0.054 -0.026 0.13
H 7.75170 0.10533 -1.87065 0.276 0.545 -0.138 0.09
H 5.54627 -2.70492 3.53025 0.180 0.145 0.144 0.12
H -2.80461 3.56482 1.05572 -0.163 -0.123 -0.373 0.10
H 3.46489 1.48387 -0.59110 -0.202 -0.166 -0.225 0.11
H 0.87872 -3.94209 3.19503 -0.257 0.271 -0.271 0.11
H -7.11586 -5.12352 -2.91288 -0.041 0.138 -0.362 0.13
H 0.05737 -5.81132 0.61405 0.110 0.281 0.075 0.12
H -0.16935 -2.78500 -2.87387 0.007 0.199 0.076 0.11
H 4.08497 4.14214 -4.75818 0.242 -0.370 -0.244 0.10
H 5.59893 -1.00881 3.05479 -0.335 0.213 0.231 0.13
H -4.02698 5.33852 -2.70075 -0.206 0.057 -0.268 0.08
H -1.42025 0.36910 -0.25015 0.262 0.167 -0.043 0.05
H -1.31474 3.55154 -2.62338 0.241 -0.360 0.171 0.10
H 1.83801 8.07827 -3.61076 -0.101 -0.064 -0.135 0.10
H -0.83981 -7.90655 1.33250 0.216 -0.612 -0.330 0.13
H 4.25863 4.36549 -0.95092 0.743 0.132 0.151 0.13
H -4.81498 -5.63319 -0.63584 0.098 0.527 0.180 0.08
H 3.21829 1.25652 5.34266 0.146 0.251 0.002 0.11
H 5.72293 0.95157 -0.64774 0.378 -0.115 0.096 0.12
H -1.22472 6.41354 -3.47095 -0.038 -0.201 -0.127 0.13
H -6.33894 -0.35464 -1.38167 -0.636 0.031 -0.082 0.15
H -1.40171 -9.65058 -0.51555 0.087 0.285 -0.088 0.09
H 0.37063 -7.37075 -0.84488 0.212 0.465 -0.169 0.12
H -3.56597 6.03177 -4.29162 -0.112 0.004 0.039 0.10
H -0.28021 -2.09423 -1.21196 -0.060 0.245 -0.264 0.08
H 5.66115 2.31738 -4.05151 0.057 0.140 -0.052 0.13
H -6.19781 -1.02052 -3.68232 0.874 -0.456 0.026 0.14
H 0.87116 7.89763 -0.76273 0.134 0.174 -0.122 0.14
H 3.03052 0.81947 -3.10051 -0.145 -0.369 0.285 0.10
H -3.66354 -5.33905 0.76943 -0.116 0.536 -0.413 0.09
H 7.14743 0.74985 -3.44009 0.139 0.243 0.129 0.09
H 1.24016 -0.83865 3.65286 0.337 -0.284 0.004 0.06
H -9.10082 -4.37288 -1.41828 0.238 -0.377 -0.177 0.10
H -2.96994 4.05901 -1.44660 -0.669 -0.050 0.474 0.11
H 2.81404 2.63635 -1.73389 0.041 -0.195 -0.097 0.12
H -2.20304 -4.01368 -0.26156 0.102 1.005 0.233 0.11
H 0.56284 -1.65601 2.25573 -0.277 0.444 0.124 0.05
H -4.80640 -0.46277 0.52204 0.399 -0.584 -1.435 0.07
H -2.49696 -5.54898 -1.54561 -0.547 0.191 -0.052 0.11
H 2.57851 2.86641 7.27045 -0.340 0.056 -0.263 0.09
H 4.55812 0.36912 -3.85159 0.091 -0.236 0.106 0.11
H -3.52083 -1.78130 0.22051 0.214 0.606 0.270 0.09
H -1.30027 3.24029 0.12931 -0.356 -0.433 0.306 0.06
H 6.85266 -1.30524 0.76021 0.169 -0.061 -0.134 0.08
H -3.08529 -2.99559 -3.96374 -0.030 -0.203 -0.237 0.07
H -0.64953 -3.48930 0.59399 -0.278 0.566 -0.244 0.13
H -5.07609 -4.58715 -3.90031 -0.143 -0.065 -0.027 0.12
H 1.58788 1.71543 5.54913 -0.473 0.139 -0.655 0.11
H -9.29866 -3.86549 -3.09775 -0.170 0.067 0.120 0.08
H 2.23125 0.99527 3.96774 -0.659 0.465 -0.201 0.09
H 5.72938 1.95759 2.88952 -0.045 0.100 -0.206 0.09
H -0.30137 7.76515 -2.18356 0.469 1.087 0.293 0.11
H 2.93950 7.88605 -2.26247 -0.446 -0.063 0.581 0.09
H 6.35332 -0.53736 -2.52990 -0.075 0.105 -0.288 0.07
H -6.49367 -2.66285 -5.49600 -0.259 0.057 -0.143 0.11
H -1.26666 0.93278 1.32762 0.805 -0.698 0.568 0.07
H -1.16857 6.74018 -0.07092 0.191 0.183 0.091 0.14
H 0.05977 4.62663 -2.88626 0.142 -0.122 0.103 0.10
H 6.65079 3.98141 1.79589 0.046 -0.100 -0.065 0.09
H -4.14371 -1.61805 -3.73215 0.035 -0.230 0.520 0.05
H 2.34714 4.36981 2.81608 -0.459 0.156 -0.191 0.13
H 3.40720 -1.64009 4.19303 0.181 0.314 0.006 0.14
H -2.42915 -9.97994 0.79311 -0.378 0.353 0.259 0.10
H 0.13696 5.52414 -0.30541 -0.166 0.111 0.367 0.12
H 7.33276 -2.58257 1.86079 -0.081 -0.169 0.045 0.10
H 4.11718 3.32090 6.66972 0.232 0.603 0.282 0.08
H -8.13640 -3.13888 -4.82578 0.089 0.504 -0.149 0.11
H -3.16909 5.56025 -0.42911 -0.250 -0.055 -0.315 0.14
H 4.48010 -4.46662 3.40804 -0.102 -0.204 -0.057 0.11
H 1.62848 -2.05306 0.47937 0.111 0.246 -0.050 0.06
H 4.18540 -0.28224 -2.21310 -0.310 -0.051 -0.017 0.10
H 3.51063 -4.25190 1.36493 -0.002 0.052 -0.253 0.12
H -0.23343 -1.67485 3.85439 -0.129 -0.339 -0.194 0.11
H 1.80615 -4.37190 1.47053 -0.406 0.458 0.210 0.11
H -4.42930 -6.83964 0.52428 0.154 -0.274 -0.261 0.09
H 3.20504 2.60916 -4.43114 -0.041 0.238 -0.356 0.09
H -1.39904 4.60338 1.18059 -0.267 0.436 -0.100 0.06
H -6.67726 -4.09468 -1.57884 0.100 0.092 -0.069 0.11
H -0.06907 3.76370 -1.32619 -0.182 -0.071 0.000 0.08
H -3.03020 -8.95674 -0.56939 -0.222 -0.500 0.081 0.08
H 5.17854 4.91459 1.39692 0.236 0.363 0.074 0.09
H -4.76247 -3.73232 -2.37665 -0.351 0.136 0.112 0.10
H 6.54063 4.80957 0.20972 0.079 0.389 0.251 0.10
H 3.45114 3.61865 0.39371 -0.456 -0.037 -0.392 0.12
H -7.67910 -1.42870 -3.11218 -0.187 -0.280 0.462 0.14
H 4.08409 1.90274 2.14039 0.467 -0.277 -0.287 0.07
H 2.95781 6.69353 -3.48419 -0.318 -0.152 -0.256 0.08
H 4.46835 4.06935 3.51896 -0.516 -0.071 -0.635 0.12
H -1.38736 -5.54844 1.53272 -0.364 0.281 -0.133 0.14
H -0.89387 -8.03018 -1.80571 -0.324 0.125 0.043 0.10
H -2.97725 -7.15591 -1.73722 -0.636 -0.378 0.478 0.13
H -2.30182 7.20395 -2.35672 -0.302 -0.128 0.206 0.13
H -0.10599 3.34050 2.38801 0.451 -0.053 -0.415 0.11
H -6.97754 -1.93967 -0.87137 0.267 -0.044 0.384 0.12
H -0.67001 -0.77049 0.74355 -0.146 0.074 0.987 0.05
H -1.68765 3.76248 4.75045 0.037 -0.143 0.550 0.10
H 3.12250 3.99019 -3.36254 0.236 -0.184 0.385 0.07
H 2.85472 5.02734 5.02821 0.291 -0.013 0.149 0.14
H -2.02357 2.49137 3.61349 -0.400 -0.291 0.344 0.08
H 3.15082 -1.11483 2.50051 -0.318 -0.126 0.054 0.11
H 4.82222 3.05443 4.80206 -0.327 -0.054 0.270 0.12
```
Positions in Å, forces in eV/Å.

- 2S+1: 1
- Net charge: +3
- E_LUMO: -0.205 Ha
- Gap between HOMO and LUMO: 5.5 eV